83
Properties=species:S:1:pos:R:3:forces:R:3:mulliken_spin:R:1 method="wB97M-V/def2-TZVPD" e_tot_ha=-5711.8893 spin_multiplicity=2 orbital_gap_ha="0.186 / 0.244" total_charge=-2 s_squared=0.754
Cs -1.0727 2.2217 -1.0102 -0.2 -0.2 -0.1 0.031
O -0.5175 0.6073 -5.0619 -0.1 0.0 0.0 0.000
C -0.6044 0.1333 -3.8123 0.1 0.1 0.0 0.003
O 0.2536 0.2784 -2.9866 0.1 0.0 0.0 0.000
C -1.9220 -0.5580 -3.5359 0.0 0.0 -0.1 0.003
O -2.0007 -0.8499 -2.1758 0.0 0.0 0.0 -0.014
C -3.2111 -1.5157 -1.8472 0.1 -0.1 0.0 0.004
C -3.3128 -1.9518 -0.3728 -0.1 0.2 0.0 -0.040
O -4.3811 -2.5126 -0.0976 0.0 0.0 0.0 0.013
O -2.3434 -1.7266 0.4051 0.1 0.1 -0.1 0.020
H 0.2403 1.2358 -5.0823 0.0 0.0 0.0 -0.001
H -1.9847 -1.4635 -4.1599 0.0 0.0 0.0 -0.003
H -2.7329 0.1084 -3.8642 0.0 0.0 0.0 0.003
H -3.3038 -2.4318 -2.4468 0.0 0.0 0.0 0.004
H -4.0704 -0.8758 -2.0778 0.0 0.0 0.0 0.003
Cl -4.6795 4.5255 6.0025 0.0 0.0 0.0 0.000
C -3.7831 3.7726 4.6925 0.0 0.0 0.0 0.000
C -2.5322 3.1956 4.9700 0.0 0.0 0.0 0.000
C -1.8290 2.6041 3.9675 0.0 0.0 0.0 0.001
Cl -0.2917 1.8721 4.3096 0.0 0.0 0.0 0.000
C -2.2899 2.5225 2.5852 0.0 0.0 0.0 -0.002
O -1.6151 1.9477 1.7182 0.0 0.1 0.0 -0.007
C -3.5731 3.1556 2.3637 -0.1 0.1 0.0 0.000
C -4.2305 3.2572 1.0739 -0.1 0.1 0.0 0.000
O -3.8416 2.9582 -0.0415 0.1 -0.1 0.1 0.000
C -4.2852 3.7459 3.4253 0.0 0.0 0.0 0.000
H -2.1341 3.2176 5.9758 0.0 0.0 0.0 0.000
H -5.2456 3.7072 1.1669 0.0 0.0 0.0 0.000
H -5.2512 4.1940 3.2199 0.0 0.0 0.0 0.000
C -1.4396 -6.9840 0.4622 0.0 0.0 0.0 0.012
C -0.1908 -6.6640 -0.0537 0.0 -0.1 0.0 -0.006
C 0.1867 -5.3351 -0.1917 0.0 0.0 0.0 -0.002
C -0.6681 -4.2938 0.1836 -0.1 0.0 0.1 0.035
C -1.9236 -4.6344 0.6951 0.0 0.0 0.0 0.034
C -2.3039 -5.9647 0.8333 0.0 0.0 0.0 -0.009
Ge -0.0754 -2.4049 0.0345 -0.1 -0.1 -0.3 0.585
C 1.4390 -2.6280 -1.2527 0.1 0.0 -0.1 0.103
C 1.0971 -2.8303 -2.5928 0.0 0.0 0.0 0.120
C 2.0616 -3.0067 -3.5711 0.0 0.0 0.0 -0.006
C 3.4092 -2.9703 -3.2315 0.0 0.0 0.0 0.025
C 3.7731 -2.7669 -1.9091 0.0 0.0 0.0 -0.011
C 2.7960 -2.6014 -0.9328 0.0 0.0 0.0 0.015
C 0.6990 -1.9467 1.7737 -0.1 0.0 0.1 -0.045
C 1.6762 -0.9582 1.8912 0.0 0.0 0.0 0.106
C 2.1892 -0.5950 3.1283 0.0 0.0 0.0 -0.018
C 1.7161 -1.2032 4.2819 0.0 0.0 0.0 0.034
C 0.7295 -2.1759 4.1864 0.0 0.0 0.0 -0.018
C 0.2289 -2.5441 2.9466 0.0 0.0 -0.1 0.010
H -1.7372 -8.0215 0.5696 0.0 0.0 0.0 0.002
H 0.4912 -7.4542 -0.3496 0.0 0.0 0.0 -0.001
H 1.1656 -5.1068 -0.5988 0.0 0.0 0.0 -0.010
H -2.6144 -3.8464 0.9676 0.0 -0.1 0.1 0.004
H -3.2859 -6.2008 1.2271 0.0 0.0 0.0 0.000
H 0.0464 -2.8443 -2.8683 0.0 0.0 0.0 -0.011
H 1.7694 -3.1574 -4.6045 0.0 0.0 0.0 -0.001
H 4.1688 -3.0911 -3.9951 0.0 0.0 0.0 0.004
H 4.8228 -2.7393 -1.6370 0.0 0.0 0.0 -0.002
H 3.0979 -2.4600 0.0994 0.0 0.0 0.0 0.007
H 2.0388 -0.4597 0.9989 0.0 0.0 0.0 0.016
H 2.9452 0.1796 3.1971 0.0 0.0 0.0 0.000
H 2.0992 -0.9050 5.2508 0.0 0.0 0.0 0.003
H 0.3433 -2.6417 5.0860 0.0 0.0 0.0 -0.001
H -0.5427 -3.3034 2.8846 0.0 0.0 0.0 0.007
C 2.6093 5.8457 -0.6338 0.0 0.0 0.0 0.000
N 2.8238 4.5575 0.0041 0.0 0.0 0.0 0.000
C 4.0621 3.8931 -0.3575 0.0 0.0 0.0 0.000
C 1.7120 3.8481 0.3738 0.1 0.0 -0.2 0.001
C 1.9204 2.3923 0.7267 0.1 0.0 0.1 0.007
O 0.6121 4.3759 0.4064 -0.1 0.0 0.1 0.000
H 2.4776 5.7288 -1.7140 0.0 0.0 0.0 0.000
H 3.4722 6.4863 -0.4402 0.0 0.0 0.0 0.000
H 1.7158 6.3035 -0.2219 0.0 0.0 0.0 0.000
H 4.8614 4.6355 -0.3600 0.0 0.0 0.0 0.000
H 4.0026 3.4395 -1.3514 0.0 0.0 0.0 0.000
H 4.3212 3.1290 0.3720 0.0 0.0 0.0 0.000
H 2.5441 2.3039 1.6189 0.0 0.0 0.0 0.000
H 2.4203 1.8785 -0.0967 0.0 -0.1 0.0 -0.003
H 0.9730 1.9040 0.9505 0.0 0.2 0.1 -0.004
O 1.9621 3.2996 -2.7581 -0.1 0.0 0.0 -0.001
Cl 1.1655 3.7020 -3.8937 -0.1 -0.3 0.0 0.000
O 1.4968 5.0470 -4.2689 0.1 0.1 -0.1 0.000
O 1.4254 2.8036 -5.0086 0.0 0.0 0.0 0.000
O -0.2407 3.6107 -3.5603 0.1 0.1 0.0 0.000

25
Properties=species:S:1:pos:R:3:forces:R:3:mulliken_spin:R:1 method="wB97M-V/def2-TZVPD" e_tot_ha=-1212.1192 spin_multiplicity=5 orbital_gap_ha="0.200 / 0.206" total_charge=+2 s_squared=6.079
C 1.4663 -1.0451 0.7934 0.4 -0.3 0.8 0.003
C 2.0892 0.3128 0.2216 -3.1 -1.0 0.5 0.000
O 3.0295 -0.0719 -0.8698 -2.4 -1.1 -0.9 -0.005
C 1.0330 1.3717 -0.3679 0.4 1.5 0.7 0.001
O -0.1365 1.3856 0.4629 1.2 -0.3 -2.4 0.000
C -1.3440 1.0030 -0.2435 -3.4 -2.3 1.5 -0.001
C -2.2531 0.4097 0.9869 2.0 0.1 2.0 0.000
N -2.7223 -1.0155 0.8029 1.8 0.1 -1.9 0.000
C -2.2733 -1.4785 -0.5506 -0.7 -1.1 -0.1 0.000
O -2.5774 -2.5512 -1.0823 1.4 3.7 1.8 0.000
C -1.3748 -0.3055 -1.1650 -0.7 1.3 -2.1 0.000
H 1.8185 -1.1710 1.8798 -0.5 0.0 -1.7 0.000
H 0.3337 -1.0884 0.8210 1.5 0.5 -0.2 -0.001
H 1.8418 -1.9380 0.1809 -0.5 1.3 0.9 0.000
H 2.6243 0.8409 1.1147 -0.6 -0.9 -1.3 -0.008
H 2.4573 -0.6035 -1.4857 0.9 0.4 0.4 0.000
H 1.5221 2.4152 -0.2386 -0.6 -1.3 -0.3 -0.003
H 0.8308 1.2732 -1.4870 0.3 -0.3 1.5 0.000
H -1.9911 1.8592 -0.6607 1.9 -0.9 0.3 0.000
H -1.4572 0.2748 1.8135 -1.2 0.8 -1.0 0.000
H -2.9762 1.1601 1.4376 0.4 -1.3 -1.1 0.000
H -2.0587 -1.5738 1.3782 -1.3 0.1 0.0 0.000
H -2.0191 0.0537 -2.0533 1.1 -0.7 1.0 0.000
H -0.3982 -0.6320 -1.6509 -1.3 0.1 0.8 0.000
Sm 4.5356 1.1147 -0.0384 3.3 1.8 0.6 4.016

49
Properties=species:S:1:pos:R:3:forces:R:3:mulliken_spin:R:1 method="wB97M-V/def2-TZVPD" e_tot_ha=-2078.7901 spin_multiplicity=2 orbital_gap_ha="0.320 / 0.301" total_charge=+1 s_squared=0.753
Re -1.1063 -0.3809 -0.0985 0.2 0.6 -0.3 0.900
O -0.9900 -2.4554 -0.4767 -0.1 0.0 0.0 0.011
C -2.1700 -2.9099 -1.2048 -0.1 0.1 0.0 0.009
C -3.3349 -2.3778 -0.4022 0.1 0.1 0.0 -0.004
N -3.2831 -0.8777 -0.2674 0.0 -0.1 0.1 -0.019
C -3.9524 -0.5048 1.0010 0.1 -0.1 0.2 0.009
C -2.9448 -0.7828 2.1138 0.0 0.1 -0.3 -0.003
O -3.1607 -1.3385 3.1416 -0.1 0.1 0.1 0.012
O -1.7392 -0.3000 1.7449 -0.1 -0.6 0.0 0.029
C -3.8799 -0.1651 -1.4276 0.1 -0.1 -0.1 0.003
C -2.7668 0.4643 -2.2544 -0.2 0.0 -0.2 0.003
O -2.9508 1.2933 -3.0894 0.0 0.0 0.0 0.014
O -1.5854 -0.0942 -1.9769 0.1 -0.1 0.3 0.034
H -0.1701 -2.7533 -0.8968 0.0 0.0 0.0 0.003
H -2.1686 -3.9975 -1.2312 -0.1 0.0 0.1 -0.001
H -2.1363 -2.5072 -2.2167 0.0 0.0 0.0 0.001
H -3.2833 -2.8000 0.6026 0.0 0.0 0.0 0.001
H -4.2868 -2.6699 -0.8463 0.0 0.0 0.0 -0.001
H -4.8771 -1.0596 1.1568 0.0 0.0 0.0 -0.001
H -4.1583 0.5658 0.9862 0.0 0.0 0.0 -0.002
H -4.5837 0.5958 -1.0994 0.1 0.0 0.0 0.001
H -4.4222 -0.8589 -2.0730 0.0 0.0 0.0 0.001
N -0.6789 2.3355 2.0552 0.0 0.0 0.1 0.002
C -1.2013 2.5595 0.8629 0.1 0.0 0.1 0.011
O -1.2797 1.6890 -0.0322 -0.2 0.0 -0.1 0.004
C -1.7544 3.9102 0.5457 0.0 0.0 0.0 -0.001
I -3.8285 3.8721 1.0651 0.0 0.0 0.0 0.000
H -0.4021 1.3986 2.3208 0.0 0.1 0.0 0.001
H -0.6779 3.0574 2.7567 0.0 0.0 0.0 -0.001
H -1.6998 4.0893 -0.5220 0.0 0.0 0.0 0.000
H -1.2853 4.7104 1.1093 0.0 0.0 0.0 0.000
O 0.7489 -0.3425 -1.1283 0.1 -0.1 0.0 -0.008
C 1.4324 -0.2303 -0.0645 0.1 0.1 0.0 0.005
O 0.7454 -0.1875 1.0003 -0.2 0.0 0.0 -0.005
C 2.9011 -0.1623 -0.0711 0.0 0.0 0.0 -0.011
C 3.5837 -0.1909 -1.2823 0.0 0.0 0.0 0.003
C 4.9615 -0.1291 -1.2541 0.0 -0.1 0.0 0.000
C 5.6824 -0.0343 -0.0790 0.0 0.0 0.0 0.000
C 4.9625 -0.0042 1.1000 0.0 0.0 0.0 -0.001
C 3.5852 -0.0678 1.1355 0.0 0.0 0.0 0.000
N 5.6990 0.1023 2.3803 0.0 0.2 0.0 0.000
O 6.9052 0.1163 2.3209 0.0 -0.1 0.0 0.000
O 5.0326 0.1932 3.3881 0.0 -0.1 0.0 0.000
N 5.6987 -0.1661 -2.5379 0.0 0.3 0.0 0.000
O 5.0345 -0.2623 -3.5455 0.0 -0.1 -0.1 0.000
O 6.9002 -0.0552 -2.4830 0.1 -0.1 0.0 0.000
H 3.0602 -0.2559 -2.2255 0.0 0.0 0.0 0.000
H 6.7615 0.0145 -0.0823 0.0 0.0 0.0 0.000
H 3.0638 -0.0459 2.0812 0.0 0.0 0.0 0.000

13
Properties=species:S:1:pos:R:3:forces:R:3:lowdin_charge:R:1 method="wB97M-V/def2-TZVPD" e_tot_ha=-569.2416 spin_multiplicity=1 smiles="C=N/N=C/CP" orbital_gap_ha=0.360 total_charge=0
C 2.8721 -0.7508 -0.0489 2.1 3.4 -0.1 -0.024
N 2.1599 0.3314 -0.0738 5.2 -2.0 -0.5 -0.084
N 0.9719 0.4608 0.1938 -6.8 0.3 0.7 -0.039
C -0.1020 0.3967 -0.5253 0.7 1.1 0.8 -0.185
C -1.4868 0.8397 0.0604 1.7 0.3 -3.5 -0.495
P -2.7374 -0.4938 -0.1610 0.1 0.3 -0.9 0.767
H 3.9707 -0.5240 0.0454 -1.1 -0.4 -0.7 0.070
H 2.6240 -1.7640 -0.0753 -1.3 -1.4 0.4 0.035
H 0.0481 0.1423 -1.5617 -0.4 0.0 -0.6 0.097
H -1.8350 1.8352 -0.3653 0.5 -1.3 0.3 0.090
H -1.2700 0.9607 1.0512 0.3 0.5 2.7 0.016
H -3.3194 -0.0360 0.9900 -0.9 -0.2 0.9 -0.131
H -1.8960 -1.3982 0.4704 0.1 -0.6 0.4 -0.115

24
Properties=species:S:1:pos:R:3:forces:R:3:lowdin_charge:R:1 method="wB97M-V/def2-TZVPD" e_tot_ha=-388.6565 spin_multiplicity=1 smiles=CC(C)O.CC(C)O orbital_gap_ha=0.394 total_charge=0
C 2.1176 -1.1188 -9.8648 -0.4 0.9 1.2 -0.046
C 1.0070 -0.0865 -9.3780 0.6 0.1 -1.2 -0.474
C 1.3094 1.3770 -9.8405 -0.7 -0.7 -0.4 -0.067
O 0.8865 -0.1171 -7.9680 -0.1 -0.1 0.7 -0.079
H 2.0889 -1.9955 -9.1961 0.0 0.3 -0.3 0.070
H 3.0902 -0.6136 -9.7410 -0.2 -0.4 -0.1 0.070
H 2.0330 -1.4686 -10.9074 -0.3 0.4 0.4 0.075
H 0.0297 -0.4107 -9.7899 0.4 0.2 -0.1 0.128
H 1.5697 1.3683 -10.9124 -0.2 0.1 0.3 0.076
H 2.1001 1.9150 -9.2909 -0.2 -0.6 0.0 0.081
H 0.3593 1.9226 -9.7137 0.4 0.2 -0.2 0.071
H 0.1648 0.4778 -7.6753 0.7 -0.5 -0.5 0.103
C 5.8462 -2.8285 -5.1847 -0.7 0.2 0.6 -0.057
C 4.8056 -1.9843 -5.9455 -0.3 -0.6 -1.6 -0.520
C 5.2786 -0.6008 -6.2672 0.9 0.8 0.3 -0.081
O 3.4956 -1.9170 -5.3599 0.1 -0.5 0.1 -0.060
H 6.0371 -2.4241 -4.1764 0.0 -0.1 -0.3 0.081
H 6.7974 -2.8451 -5.7429 -0.5 0.1 0.2 0.081
H 5.4787 -3.8636 -5.0848 0.2 0.4 0.0 0.079
H 4.7549 -2.5011 -6.9254 -0.4 0.0 0.2 0.129
H 6.2176 -0.6946 -6.8382 -0.2 0.3 0.2 0.082
H 5.4908 -0.0649 -5.3268 0.0 0.0 -0.4 0.087
H 4.5650 -0.0034 -6.8592 0.2 -0.4 0.2 0.078
H 2.8198 -1.7419 -6.0477 0.8 -0.1 0.5 0.092